C27H24NO | ωB97M-V with the def2-TZVPD basis set

CARTESIAN COORDINATES (ANGSTROEM)
O 2.404 0.509 2.151
C 2.832 0.697 1.038
C 3.964 1.585 0.578
C 4.177 1.281 -0.896
C 3.042 0.374 -1.374
N 2.302 0.061 -0.149
C 1.366 -0.836 -0.073
C 0.152 -1.297 0.014
C -0.029 -2.804 0.203
C -0.050 -3.412 1.460
C -0.639 -4.673 1.606
C -1.114 -5.351 0.479
C -0.906 -4.823 -0.799
C -0.331 -3.557 -0.932
C -1.137 -0.517 -0.102
C -0.934 0.972 -0.293
C -0.581 1.498 -1.490
C -0.337 2.907 -1.727
C -0.043 3.347 -3.041
C 0.272 4.683 -3.287
C 0.265 5.606 -2.236
C -0.082 5.202 -0.942
C -0.392 3.862 -0.684
C -2.037 -0.859 1.093
C -2.841 -2.001 1.012
C -3.454 -2.521 2.148
C -3.370 -1.802 3.350
C -2.721 -0.566 3.393
C -2.009 -0.112 2.269
H 4.850 1.386 1.186
H 3.676 2.632 0.736
H 5.129 0.768 -1.049
H 4.199 2.195 -1.489
H 3.425 -0.544 -1.836
H 2.402 0.897 -2.098
H 0.320 -2.849 2.321
H -0.754 -5.102 2.606
H -1.620 -6.311 0.595
H -1.210 -5.366 -1.696
H -0.163 -3.096 -1.908
H -1.677 -0.899 -0.984
H -1.090 1.611 0.582
H -0.516 0.830 -2.360
H -0.071 2.614 -3.848
H 0.529 4.992 -4.300
H 0.526 6.646 -2.428
H -0.106 5.923 -0.128
H -0.674 3.540 0.322
H -2.938 -2.510 0.053
H -3.978 -3.479 2.090
H -3.849 -2.202 4.246
H -2.735 0.053 4.297
H -1.444 0.820 2.318

As for the charge: +1. Its energy is -31917.6706 eV. As for the gap between HOMO and LUMO: 6.350 eV. Its SMILES is O=C1CCC[N+]1=C=C(c1ccccc1)[C@H](/C=C/c1ccccc1)c1ccccc1. The molar mass is 378.49 g mol⁻¹. Its relative energy (zero: lowest compared OMol25 entry of this formula, charge and spin) is 0.0 kJ/mol.